(1)
Here is a 5-piece molecular cluster, C22H46BrF4N2O8S overall from OMol25. Energies are from ωB97M-V/def2-TZVPD.

Results
maximum force: 8.4 eV/A
E_HOMO: -11.234 eV
electronic energy: -4948.23491 hartree
net charge: +1
HOMO-LUMO gap: 6.8613 eV

Each line ends with the Löwdin charge.
Element x y z (Å)
C1 -0.63 -4.24 5.09  -0.167
C2 -1.77 -4.13 3.91  -0.633
Br1 -0.74 -4.06 2.15  0.617
C3 -2.77 -2.80 4.09  -0.137
C4 -3.22 -2.34 2.59  -0.114
N1 -4.30 -3.09 1.83  0.164
C5 -4.36 -2.34 0.50  0.005
C6 -5.46 -2.92 -0.57  -0.151
F1 -5.14 -2.66 -2.00  0.020
F2 -5.45 -4.43 -0.40  -0.002
C7 -6.96 -2.44 -0.11  -0.060
F3 -7.26 -3.20 1.16  -0.047
F4 -7.99 -2.86 -1.09  0.000
N2 -3.43 -1.17 0.29  0.017
C8 -3.20 -0.25 -0.89  -0.097
C9 -1.56 -0.35 -1.22  -0.157
C10 -1.22 -0.34 -2.82  -0.185
C11 -1.02 1.15 -3.48  -0.235
S1 0.04 2.33 -2.49  0.820
O1 -0.93 3.07 -1.50  -0.392
O2 1.13 1.61 -1.61  -0.365
O3 0.88 3.49 -3.42  -0.194
C12 -2.69 -1.12 1.61  -0.030
C13 -1.52 -0.11 2.17  -0.098
C14 -1.94 1.47 2.21  -0.217
O4 -0.68 2.25 2.35  -0.121
H1 -0.98 -4.91 6.00  0.103
H2 -0.27 -3.17 5.45  0.095
H3 0.31 -4.78 4.59  0.073
H4 -2.39 -5.14 3.87  0.109
H5 -2.20 -1.95 4.67  0.119
H6 -3.72 -3.08 4.71  0.134
H7 -4.86 -3.91 2.17  0.179
H8 -7.04 -1.31 0.18  0.190
H9 -3.87 -0.45 -1.83  0.138
H10 -3.37 0.87 -0.55  0.142
H11 -0.96 0.42 -0.57  0.095
H12 -1.24 -1.43 -0.82  0.137
H13 -2.16 -0.82 -3.37  0.136
H14 -0.30 -1.04 -3.04  0.137
H15 -2.05 1.64 -3.77  0.136
H16 -0.46 0.98 -4.52  0.129
H17 0.82 3.15 -4.37  0.110
H18 -0.53 -0.19 1.51  0.137
H19 -1.19 -0.44 3.25  0.128
H20 -2.49 1.87 1.26  0.116
H21 -2.62 1.70 3.13  0.135
H22 -0.65 3.02 1.71  0.115
C15 2.64 7.34 -4.86  -0.091
C16 2.93 7.23 -3.38  -0.332
O5 1.71 7.09 -2.66  -0.087
H23 1.99 8.20 -5.07  0.081
H24 3.57 7.46 -5.43  0.078
H25 2.12 6.45 -5.22  0.064
H26 3.43 8.13 -3.02  0.107
H27 3.57 6.37 -3.16  0.105
H28 1.27 6.28 -2.98  0.068
C17 0.28 -8.58 1.90  -0.093
C18 0.11 -8.56 3.40  -0.322
O6 -1.08 -7.86 3.75  -0.112
H29 0.34 -7.56 1.51  0.064
H30 1.19 -9.12 1.62  0.079
H31 -0.58 -9.06 1.42  0.075
H32 0.96 -8.06 3.88  0.114
H33 0.04 -9.58 3.80  0.111
H34 -1.82 -8.31 3.33  0.088
C19 3.43 -2.04 -0.84  -0.097
C20 4.35 -0.84 -0.64  -0.324
O7 4.10 0.13 -1.65  -0.089
H35 3.59 -2.49 -1.83  0.078
H36 3.61 -2.80 -0.07  0.073
H37 2.38 -1.73 -0.79  0.058
H38 5.39 -1.15 -0.71  0.116
H39 4.18 -0.38 0.34  0.109
H40 3.17 0.40 -1.57  0.045
C21 6.02 7.11 -0.98  -0.101
C22 6.94 8.31 -0.79  -0.328
O8 6.69 9.28 -1.79  -0.090
H41 6.18 6.67 -1.97  0.076
H42 6.20 6.35 -0.22  0.075
H43 4.97 7.42 -0.94  0.064
H44 7.98 8.00 -0.85  0.114
H45 6.77 8.77 0.19  0.108
H46 5.76 9.55 -1.72  0.083

=====

(2)
Here is ClFeH6O3 as an isolated structure from OMol25. Energies are from ωB97M-V/def2-TZVPD.

Results
2S+1: 6
maximum force: 2.6 eV/A
⟨S²⟩: 8.76
E_HOMO (alpha / beta): -20.110 / -17.300 eV
electronic energy: -1952.28620 hartree
net charge: +2
HOMO-LUMO gap (alpha / beta): 8.2488 / 2.2248 eV

Each line ends with the Löwdin charge.
Element x y z (Å)
Fe1 1.14 1.08 2.41  1.163
Cl1 0.82 0.01 0.36  0.086
O1 -2.18 1.85 -0.62  0.140
H1 -2.40 2.22 0.23  0.080
H2 -1.62 1.10 -0.42  -0.005
O2 3.82 -0.02 -1.10  0.117
H3 2.98 -0.27 -0.70  -0.048
H4 3.72 0.90 -1.32  0.079
O3 -2.46 -2.19 0.28  0.235
H5 -1.68 -1.64 0.26  0.040
H6 -2.15 -3.03 0.61  0.114

=====

(3)
Here is C5H10O in the gas phase from OMol25. Energies are from ωB97M-V/def2-TZVPD.

Results
maximum force: 1.4 eV/A
E_HOMO: -8.305 eV
SMILES: C/C=C\OCC
electronic energy: -271.67606 hartree
net charge: 0
HOMO-LUMO gap: 9.3889 eV
ΔE to the lowest compared entry with this formula, charge and spin: 48.0 kcal/mol

Each line ends with the Löwdin charge.
Element x y z (Å)
C1 0.92 1.02 1.49  -0.119
C2 1.47 0.52 0.18  -0.165
C3 1.27 -0.73 -0.25  -0.196
O1 0.10 -1.35 0.05  -0.116
C4 -1.07 -0.39 -0.04  -0.215
C5 -1.59 -0.50 -1.45  -0.075
H1 0.41 0.21 2.04  0.083
H2 1.79 1.31 2.08  0.076
H3 0.24 1.88 1.46  0.070
H4 2.21 1.11 -0.32  0.090
H5 2.03 -1.30 -0.79  0.122
H6 -0.94 0.68 0.22  0.097
H7 -1.71 -0.81 0.73  0.115
H8 -1.30 -1.49 -1.79  0.079
H9 -2.68 -0.40 -1.51  0.076
H10 -1.14 0.24 -2.13  0.079

=====

(4)
Here is a 2-piece molecular cluster, C7H7O3PS overall from OMol25. Energies are from ωB97M-V/def2-TZVPD.

Results
maximum force: 4.8 eV/A
E_HOMO: 0.047 eV
electronic energy: -1236.16844 hartree
net charge: -2
HOMO-LUMO gap: 5.4488 eV
ΔE to the lowest compared entry with this formula, charge and spin: 14.7 kcal/mol

Each line ends with the Löwdin charge.
Element x y z (Å)
C1 -2.38 -0.31 0.79  -0.213
C2 -2.00 0.96 0.97  -0.182
C3 -1.71 -1.13 -0.05  -0.169
C4 -0.86 1.44 0.26  -0.185
C5 -0.52 -0.70 -0.67  -0.207
C6 -0.03 0.58 -0.51  -0.174
C7 3.41 0.15 -0.39  -0.543
O1 5.75 -0.91 -0.13  -0.281
O2 4.86 0.19 1.98  -0.399
O3 5.72 1.58 0.02  -0.397
P1 5.01 0.36 0.49  0.067
S1 3.50 -1.02 -1.63  0.520
H1 -3.32 -0.71 1.20  0.085
H2 -2.56 1.55 1.59  0.036
H3 -2.13 -2.02 -0.14  0.019
H4 -0.70 2.54 0.37  0.053
H5 0.29 -1.43 -1.06  0.062
H6 2.33 0.59 -0.29  -0.007
H7 5.62 -0.87 -1.05  -0.087

=====

(5)
Here is C17H17AsF6I2N2ORuS2 as an isolated structure from OMol25. Energies are from ωB97M-V/def2-TZVPD.

Results
2S+1: 2
maximum force: 3.9 eV/A
⟨S²⟩: 0.80
E_HOMO (alpha / beta): -11.581 / -11.743 eV
electronic energy: -5164.28775 hartree
net charge: +1
HOMO-LUMO gap (alpha / beta): 6.0509 / 5.6909 eV
ΔE to the lowest compared entry with this formula, charge and spin: 12.1 kcal/mol

Each line ends with the Löwdin charge.
Element x y z (Å)
Ru1 -0.51 0.14 -0.22  0.880
I1 6.88 -1.47 -0.95  1.022
C1 4.97 -0.67 -0.94  -0.705
C2 4.81 0.71 -0.83  -0.205
C3 3.55 1.24 -0.80  -0.602
I2 3.25 3.28 -0.59  1.049
C4 2.39 0.40 -0.89  -0.396
O1 1.24 0.93 -0.86  -0.232
C5 2.59 -1.03 -1.02  -0.111
C6 1.41 -1.94 -1.22  -0.119
N1 0.43 -1.82 -0.11  -0.153
C7 -0.64 -2.83 -0.15  -0.122
C8 -1.93 -2.31 0.43  -0.237
C9 -2.95 -3.17 0.79  0.006
C10 -4.13 -2.66 1.29  -0.019
C11 -4.25 -1.29 1.44  -0.021
C12 -3.20 -0.48 1.06  -0.107
N2 -2.06 -0.98 0.55  -0.066
C13 3.86 -1.52 -1.04  -0.086
H1 5.68 1.36 -0.75  0.093
H2 1.77 -2.97 -1.30  0.137
H3 0.89 -1.69 -2.14  0.131
H4 0.92 -1.88 0.77  0.098
H5 -0.34 -3.74 0.37  0.141
H6 -0.82 -3.09 -1.20  0.134
H7 -2.81 -4.24 0.66  0.129
H8 -4.94 -3.32 1.56  0.123
H9 -5.15 -0.84 1.83  0.121
H10 -3.27 0.59 1.13  0.092
H11 4.02 -2.59 -1.15  0.110
C14 1.21 2.67 3.34  -0.095
C15 0.45 2.07 2.20  -0.720
S1 0.47 0.43 2.01  0.897
C16 -0.35 2.92 1.35  -0.723
C17 -0.41 4.40 1.62  -0.102
S2 -1.28 2.30 0.16  0.909
H12 1.73 1.90 3.91  0.078
H13 0.53 3.21 4.01  0.104
H14 1.93 3.39 2.96  0.093
H15 -0.86 4.61 2.59  0.099
H16 -0.98 4.90 0.85  0.080
H17 0.60 4.81 1.63  0.087
F1 -1.22 -1.09 -2.18  -0.324
As1 -2.14 0.07 -3.27  0.746
F2 -2.92 0.64 -1.80  -0.305
F3 -3.35 -1.14 -3.40  -0.215
F4 -2.97 1.21 -4.22  -0.196
F5 -1.25 -0.57 -4.58  -0.211
F6 -0.85 1.19 -2.91  -0.282

=====

(6)
Here is a 3-piece molecular cluster, C4H13N3 overall from OMol25. Energies are from ωB97M-V/def2-TZVPD.

Results
maximum force: 5.1 eV/A
E_HOMO: -17.663 eV
electronic energy: -323.50140 hartree
net charge: +2
HOMO-LUMO gap: 5.5490 eV
ΔE to the lowest compared entry with this formula, charge and spin: 245.7 kcal/mol

Each line ends with the Löwdin charge.
Element x y z (Å)
C1 0.81 -1.47 1.62  -0.202
C2 1.15 -1.31 0.27  0.297
C3 -1.90 0.91 -1.46  0.084
C4 -2.75 1.56 -2.26  -0.098
N1 -2.29 2.33 -3.29  0.188
N2 -0.56 0.69 -1.69  0.183
N3 1.02 -0.27 2.62  0.093
H1 -0.30 -1.42 1.54  0.147
H2 1.15 -2.25 2.31  0.170
H3 0.58 -2.00 -0.34  0.126
H4 2.16 -1.20 -0.12  0.132
H5 -3.81 1.62 -2.08  0.149
H6 -1.32 2.60 -3.20  0.128
H7 3.85 -2.13 3.36  0.020
H8 -2.89 3.09 -3.61  0.148
H9 -0.34 -0.21 -2.12  0.139
H10 -0.17 0.71 -0.74  0.090
H11 0.30 0.46 2.62  0.089
H12 1.88 0.28 2.60  0.097
H13 3.42 -1.99 3.96  0.022